1.
Below is 2 unconnected molecules or ions with the total composition C2H10N4O2 in a non-equilibrium geometry, with properties calculated with wB97M-V/def2-TZVPD.

Element x y z (Å)
C1 -0.44800 1.61330 0.84346
C2 -0.23368 0.94558 -0.49461
O1 -0.99170 1.16685 -1.44443
N1 1.19837 0.72569 -0.87623
O2 2.22916 0.78012 0.08679
H1 -1.25537 1.09655 1.36525
H2 -0.76258 2.64688 0.68136
H3 0.41824 1.59339 1.50540
H4 1.42477 0.86830 -1.85672
H5 2.94706 1.29265 -0.32429
N2 -0.24456 -1.55755 1.14376
N3 -0.18192 -1.38592 -0.26249
N4 -1.34651 -1.88101 -0.86926
H6 0.62937 -1.22728 1.55538
H7 -0.29630 -2.55431 1.35718
H8 0.74710 -0.93296 -0.75806
H9 -1.73943 -1.14470 -1.45908
H10 -2.09401 -2.04560 -0.19342

Forces on the atoms, in the same order (eV/Å):
C -0.26 -0.99 0.66
C 1.62 2.61 -1.87
O 0.69 -1.41 1.10
N -1.62 -0.43 -0.11
O 0.34 0.23 -0.39
H -0.05 0.02 -0.01
H 0.11 -0.20 -0.24
H 0.03 -0.05 -0.24
H 0.13 0.25 0.37
H -0.41 -0.01 0.33
N 0.26 -0.17 0.27
N 1.21 2.16 0.39
N -0.23 -0.30 -1.31
H -0.24 0.03 -0.20
H 0.29 -0.10 -0.08
H -2.80 -1.97 1.00
H 0.22 0.23 -0.08
H 0.72 0.11 0.40

Values from the calculation:
E_HOMO ... -0.259 Eh
Energy above the lowest of the compared OMol25 structures with the same formula, charge and spin ... 600.2 kJ/mol
HOMO-LUMO gap ... 7.55 eV
Charge ... 0

***

2.
Below is a gas-phase ion, C2H10N4S (charge +2) in a non-equilibrium geometry, with properties calculated with wB97M-V/def2-TZVPD.

Element x y z (Å)
C1 -1.22887 -0.56264 -0.12378
C2 0.14872 1.36625 -0.78894
N1 -0.73797 0.29168 -1.23383
N2 -1.02732 -2.63361 0.82372
N3 -0.72838 -1.72344 -0.03488
N4 1.37118 0.95914 -0.04898
S1 1.55314 1.28754 1.60943
H1 2.10383 0.09582 2.09230
H2 -1.99905 -0.36530 0.55149
H3 0.49105 2.06892 -1.63123
H4 -0.43415 1.98075 -0.07697
H5 -1.49878 0.73253 -1.76710
H6 -1.78608 -2.56937 1.38683
H7 -0.67692 -3.62316 0.54005
H8 -0.27932 -0.23453 -1.93325
H9 2.19614 0.93009 -0.67837
H10 2.53278 1.99933 1.31351

Forces on the atoms, in the same order (eV/Å):
C 0.72 -1.89 0.06
C 1.61 3.03 1.42
N -0.98 0.34 0.93
N 3.57 -3.03 -2.55
N 1.26 0.31 -1.88
N -0.96 -0.39 -1.16
S -2.65 -2.50 -1.52
H 0.11 0.93 -0.37
H -1.51 1.91 0.40
H -0.78 -1.35 0.90
H 0.02 -0.20 -0.60
H -0.30 0.01 0.32
H -2.95 0.25 2.15
H -0.88 2.50 0.95
H 0.84 -1.61 -0.86
H -0.38 -0.08 1.26
H 3.27 1.77 0.55

Values from the calculation:
E_HOMO ... -0.629 Eh
Energy above the lowest of the compared OMol25 structures with the same formula, charge and spin ... 239.7 kJ/mol
HOMO-LUMO gap ... 8.35 eV
Charge ... +2

***

3.
Below is a molecular structure, C2H10NO in a non-equilibrium geometry, with properties calculated with wB97M-V/def2-TZVPD.

Element x y z (Å)
C1 -0.21036 -0.91126 0.17015
C2 -0.17004 -2.11959 1.10057
N1 -1.05804 -1.89191 2.28047
H1 -1.23249 -0.73304 -0.20418
H2 0.45140 -1.10267 -0.69127
H3 0.13878 -0.00135 0.68666
H4 -0.51518 -3.03874 0.58922
H5 0.85325 -2.30856 1.47820
H6 -2.03955 -1.74050 1.97174
H7 -1.04048 -2.70855 2.92420
H8 -0.74905 -1.05191 2.81011
O1 -3.14021 -1.57959 1.44687
H9 -3.70484 -0.78074 1.55320
H10 -3.76068 -2.28457 1.15314

Forces on the atoms, in the same order (eV/Å):
C -0.02 -0.02 -0.09
C 0.60 -0.26 -0.26
N 3.41 -0.56 2.13
H 0.46 -0.07 0.08
H -0.31 0.17 0.38
H -0.06 -0.32 -0.23
H 0.10 0.49 0.32
H -0.54 0.09 -0.26
H 0.22 -0.08 0.27
H 0.16 0.75 -0.39
H -0.08 -0.77 -0.31
O -5.01 0.65 -1.78
H 0.50 -0.55 -0.08
H 0.55 0.48 0.21

Values from the calculation:
E_HOMO ... -0.609 Eh
Energy above the lowest of the compared OMol25 structures with the same formula, charge and spin ... 63.6 kJ/mol
HOMO-LUMO gap ... 13.05 eV
Charge ... +1

***

4.
Below is 2 unconnected molecules or ions with the total composition C2H10NO in a non-equilibrium geometry, with properties calculated with wB97M-V/def2-TZVPD.

Element x y z (Å)
C1 1.15555 -1.26257 -0.00645
N1 0.62018 0.15370 -0.27816
C2 -0.51317 0.08743 -1.20930
H1 1.67093 -1.46435 -0.96410
H2 0.31356 -1.96667 0.05636
H3 1.74659 -1.41992 1.01882
H4 0.34242 0.71812 0.57348
H5 1.40085 0.64657 -0.72300
H6 -0.05415 -0.45867 -2.03612
H7 -1.33765 -0.51447 -0.79780
H8 -1.08306 0.90204 -1.67831
H9 -0.72501 1.94121 2.27278
H10 -2.22195 1.48199 1.88580
O1 -1.31509 1.15560 1.88602

Forces on the atoms, in the same order (eV/Å):
C 0.22 -0.43 1.18
N 0.06 1.27 1.85
C -1.22 -1.82 -1.65
H 0.31 -0.34 1.01
H 0.08 0.52 -0.04
H -0.96 0.96 -2.63
H 0.16 -1.03 -0.69
H -0.27 0.15 0.19
H -0.61 -0.15 -0.26
H 0.71 -0.09 0.23
H 1.26 0.90 0.87
H -2.33 -2.45 -1.02
H 0.04 0.15 0.08
O 2.54 2.37 0.89

Values from the calculation:
E_HOMO ... -0.586 Eh
Energy above the lowest of the compared OMol25 structures with the same formula, charge and spin ... 128.7 kJ/mol
HOMO-LUMO gap ... 12.53 eV
Charge ... +1

***

5.
Below is 3 unconnected molecules or ions with the total composition C2H10NO3 in a non-equilibrium geometry, with properties calculated with wB97M-V/def2-TZVPD.

Element x y z (Å)
C1 1.42235 -1.25139 1.29821
N1 0.23757 -0.45395 1.26791
C2 0.26541 0.69025 0.42265
O1 0.54885 0.35155 -0.96147
H1 1.26887 -2.21108 1.75200
H2 2.08669 -0.64371 1.95363
H3 2.00396 -1.18213 0.29438
H4 -0.61754 -0.97359 1.44035
H5 1.11177 1.47654 0.87563
H6 -0.68982 1.24677 0.53768
H7 -1.14714 2.45722 -1.18758
H8 -0.56873 1.27889 -1.92394
O2 -1.03548 2.13613 -2.10302
H9 -0.97667 -0.66123 -0.85153
H10 -1.96388 -1.27861 -1.88178
O3 -1.94619 -0.98165 -0.93310

Forces on the atoms, in the same order (eV/Å):
C 2.02 2.47 -0.86
N -1.00 -0.69 1.15
C 1.85 1.15 -2.06
O -0.96 0.40 2.54
H 0.00 -0.60 -0.19
H 0.35 -0.75 0.11
H -1.30 -0.93 1.26
H 0.15 0.54 -0.75
H -1.54 -1.73 -0.97
H 0.15 -0.33 0.02
H 0.08 -0.19 -0.79
H 0.56 0.16 0.34
O -0.56 0.43 0.39
H -0.82 -0.02 -0.37
H -0.04 0.53 1.45
O 1.06 -0.44 -1.28

Values from the calculation:
E_HOMO ... -0.136 Eh
Energy above the lowest of the compared OMol25 structures with the same formula, charge and spin ... 123.7 kJ/mol
HOMO-LUMO gap ... 7.91 eV
Charge ... -1

***

6.
Below is 2 unconnected molecules or ions with the total composition C2H10NOS in a non-equilibrium geometry, with properties calculated with wB97M-V/def2-TZVPD.

Element x y z (Å)
C1 0.27508 0.04086 1.24936
C2 -0.56658 0.71433 0.15224
S1 0.52390 1.46953 -1.13417
N1 1.15042 -1.00491 0.63416
H1 -0.34196 -0.27647 2.11471
H2 0.78147 0.92515 1.66126
H3 -1.45662 1.19278 0.56682
H4 -1.05728 -0.07690 -0.44427
H5 -0.40431 2.20638 -1.67205
H6 0.90639 -1.95504 0.90371
H7 2.16425 -0.95538 0.49564
H8 0.81081 -1.05547 -0.35243
H9 -2.15466 -2.09151 -0.49222
H10 -1.64735 -2.59502 1.00388
O1 -1.52365 -2.05369 0.22225

Forces on the atoms, in the same order (eV/Å):
C -0.85 2.71 0.68
C -0.75 -2.25 -1.21
S 0.55 -0.02 1.27
N -0.79 -0.95 -2.05
H 0.46 -0.69 -0.93
H 1.04 -0.83 -0.01
H 0.73 0.96 0.07
H 0.22 0.27 0.60
H -0.74 0.56 -0.57
H 0.08 -0.06 0.72
H -0.03 0.68 0.91
H 0.19 0.20 0.39
H -0.69 -0.79 0.35
H -1.06 -0.42 -0.54
O 1.65 0.65 0.32

Values from the calculation:
E_HOMO ... -0.481 Eh
Energy above the lowest of the compared OMol25 structures with the same formula, charge and spin ... 116.7 kJ/mol
HOMO-LUMO gap ... 9.53 eV
Charge ... +1